(1)
Formula: C5H16F15KO23S5
Source: the OMol25 dataset
Level of theory: ωB97M-V/def2-TZVPD

The net charge is -3. As for the largest force on an atom: 0.0771 hartree/bohr. The orbital gap (spin up / spin down) is 5.3 / 2.8 eV. Its multiplicity is 2. The expectation value of S² is 0.76. The LUMO energy (spin up / spin down) comes out at 0.1304 / 0.0387 hartree.

Each line ends with the Löwdin charge.
Element x y z (Å)
K 4.737 -0.569 2.651  0.900
C 1.245 4.713 -2.062  -0.663
F 1.543 5.518 -1.108  0.182
F 2.115 4.821 -3.145  0.068
F 1.334 3.509 -1.596  0.167
S -0.544 5.018 -2.812  0.535
O -0.382 6.205 -3.629  -0.279
O -0.898 3.881 -3.657  -0.208
O -1.422 5.237 -1.652  -0.270
C -3.659 -2.677 0.055  -0.772
F -4.703 -2.130 0.614  0.157
F -3.876 -2.779 -1.233  0.140
F -2.601 -1.961 0.155  0.165
S -3.358 -4.414 0.805  0.462
O -2.169 -4.988 0.199  -0.351
O -3.124 -4.054 2.214  -0.370
O -4.554 -5.199 0.562  -0.370
C -3.148 2.447 -0.956  -0.548
F -3.868 3.451 -0.428  0.123
F -1.839 2.775 -1.090  0.086
F -3.243 1.262 -0.249  0.092
S -3.840 2.107 -2.743  0.553
O -2.763 1.433 -3.450  -0.231
O -4.986 1.191 -2.528  -0.265
O -4.226 3.427 -3.197  -0.263
C 0.252 0.214 -0.009  -0.596
F -0.301 -0.385 1.039  0.140
F -0.546 0.202 -1.070  0.139
F 0.474 1.505 0.342  0.119
S 1.872 -0.718 -0.489  0.516
O 2.198 -0.125 -1.737  -0.286
O 2.896 -0.329 0.508  -0.417
O 1.643 -2.150 -0.563  -0.298
C 0.702 2.167 3.673  -0.649
F 1.438 2.504 2.660  0.158
F 0.028 3.264 4.019  0.124
F -0.245 1.240 3.354  0.099
S 1.786 1.469 5.113  0.493
O 0.870 0.690 5.893  -0.317
O 2.856 0.727 4.443  -0.443
O 2.393 2.619 5.861  -0.383
O -0.677 -3.147 -2.002  -0.049
H -1.362 -3.236 -1.340  -0.012
H 0.007 -2.632 -1.574  -0.027
O 1.923 -3.929 1.563  -0.072
H 1.532 -3.360 2.227  -0.016
H 1.951 -3.391 0.772  -0.031
O -2.912 -1.053 3.448  -0.043
H -2.008 -1.017 3.136  0.010
H -3.054 -0.205 3.871  0.020
O 1.016 -1.705 3.200  -0.030
H 1.034 -0.806 2.870  0.005
H 1.830 -1.795 3.696  0.031
O 4.021 2.174 -1.997  -0.053
H 3.698 1.328 -1.685  -0.018
H 4.349 2.609 -1.210  0.021
O 2.701 -5.199 -1.076  -0.063
H 2.048 -5.646 -0.537  0.029
H 2.203 -4.541 -1.560  0.017
O -0.415 0.111 -3.771  -0.063
H -1.231 0.567 -3.568  -0.040
H -0.210 -0.379 -2.975  -0.011
O 4.638 -2.142 -1.774  -0.054
H 4.788 -2.332 -2.700  0.031
H 4.044 -1.392 -1.777  -0.018


(2)
Formula: C5H14
Source: the OMol25 dataset
Level of theory: ωB97M-V/def2-TZVPD

Its SMILES is CCC.CC. Its relative energy (zero: lowest compared OMol25 entry of this formula, charge and spin) is 35.94 kcal/mol. The net charge is 0. As for the largest force on an atom: 0.0765 hartree/bohr. The orbital gap is 11.6 eV. The LUMO energy comes out at 0.0386 hartree.

Each line ends with the Löwdin charge.
Element x y z (Å)
C -0.015 -0.992 2.372  -0.343
C -0.062 0.503 2.751  -0.098
C 1.010 -1.259 1.306  -0.170
H -0.972 -1.513 2.344  0.097
H 0.465 -1.613 3.240  0.119
H -0.528 0.511 3.657  0.033
H 0.902 0.946 2.721  0.066
H 1.131 -2.401 1.233  0.089
H 1.930 -0.577 1.423  0.094
H -0.779 0.831 2.071  0.053
H 0.707 -1.016 0.236  0.063
C 0.041 1.406 -3.159  -0.188
C -0.984 0.284 -3.006  -0.180
H -0.121 1.971 -4.060  0.032
H -0.160 2.321 -2.388  0.112
H 1.084 1.088 -3.244  0.059
H -0.674 -0.579 -3.592  0.059
H -2.079 0.511 -3.171  0.089
H -0.841 -0.136 -2.057  0.016


(3)
Formula: C5H12NO2
Source: the OMol25 dataset
Level of theory: ωB97M-V/def2-TZVPD

Its SMILES is [O-]CCNCCCO. Its relative energy (zero: lowest compared OMol25 entry of this formula, charge and spin) is 75.53 kcal/mol. The net charge is -1. As for the largest force on an atom: 0.0390 hartree/bohr. The orbital gap is 6.1 eV. The LUMO energy comes out at 0.1324 hartree.

Each line ends with the Löwdin charge.
Element x y z (Å)
C 0.148 0.303 -1.402  -0.195
C -0.896 0.106 -2.503  -0.287
O -2.212 0.451 -2.093  -0.089
C 0.279 -0.810 -0.371  -0.260
N 1.302 -0.400 0.593  -0.103
C 0.983 -0.689 1.983  -0.268
C 0.031 0.439 2.483  -0.526
O 0.468 1.653 2.082  -0.370
H -0.210 1.203 -0.896  0.110
H 1.102 0.588 -1.853  0.113
H -0.995 -0.930 -2.848  0.111
H -0.602 0.706 -3.369  0.098
H -2.160 1.287 -1.618  0.077
H -0.714 -1.097 -0.026  0.111
H 0.765 -1.599 -0.951  0.097
H 1.292 0.631 0.613  0.062
H 1.937 -0.648 2.527  0.086
H 0.582 -1.709 2.102  0.092
H -0.948 0.168 1.977  0.072
H -0.152 0.345 3.572  0.069